No. 1
89
Properties=species:S:1:pos:R:3:forces:R:3:mulliken_spin:R:1 method="wB97M-V/def2-TZVPD" total_charge=+1 homo_lumo_gap_ev="8.368 / 7.848" s_squared=8.755 e_homo_ev="-11.051 / -11.051" energy_ev=-77537.35969 spin_multiplicity=6
Mn 3.430 -0.559 0.186 -2.0 -0.9 0.0 4.822
C -0.395 -1.110 2.129 -0.1 -0.4 -0.5 0.009
C 0.442 -1.270 0.855 -0.7 0.1 0.2 0.008
O 1.779 -1.069 1.167 1.3 0.3 -0.6 0.123
H -1.449 -0.920 1.908 0.0 0.1 0.0 -0.002
H 0.019 -0.285 2.705 -0.1 -0.1 0.2 -0.002
H -0.357 -2.050 2.681 0.1 0.2 0.4 -0.001
H 0.018 -0.610 0.074 0.4 0.3 0.1 -0.003
H 0.220 -2.271 0.435 0.4 -0.1 0.1 0.006
C -1.959 1.698 -3.808 0.5 0.0 -0.6 0.000
O -2.143 1.079 -2.558 -0.2 0.2 0.2 0.000
C -1.791 1.887 -1.438 -0.1 -0.5 -0.7 0.001
C -2.718 3.042 -1.190 -0.4 0.6 1.3 0.000
O -2.632 4.085 -2.139 0.2 -0.2 0.0 0.000
C -3.667 5.017 -2.006 -1.4 1.0 -1.0 0.000
H -0.913 2.024 -3.942 0.0 -0.1 0.1 0.000
H -2.565 2.582 -4.005 -0.2 -0.1 0.3 0.000
H -2.175 0.948 -4.568 0.0 0.0 0.0 0.000
H -0.738 2.175 -1.548 -0.1 0.3 0.1 0.000
H -1.886 1.195 -0.600 0.1 0.2 0.2 -0.001
H -2.534 3.515 -0.213 0.4 -0.4 0.1 0.000
H -3.732 2.644 -1.048 -0.1 0.0 -0.6 0.000
H -4.229 5.083 -1.067 0.6 -0.6 0.3 0.000
H -4.431 4.844 -2.780 0.0 -0.3 0.1 0.000
H -3.357 6.046 -2.213 0.6 -0.2 0.1 0.000
C 1.731 2.193 -0.071 0.3 0.4 0.2 0.013
O 2.983 1.516 -0.305 0.1 0.0 -0.2 0.023
C 3.668 2.008 -1.446 0.4 0.2 -0.5 -0.001
C 4.996 1.279 -1.587 -0.4 1.2 0.8 0.005
O 4.770 -0.121 -1.488 0.7 0.3 -0.3 0.060
C 5.940 -0.848 -1.864 0.4 -0.8 -0.1 0.010
H 1.235 2.401 -1.018 -0.1 -0.3 0.0 0.001
H 1.932 3.161 0.395 0.0 -0.1 0.1 0.003
H 1.153 1.566 0.601 -0.1 0.0 -0.1 -0.009
H 3.867 3.081 -1.353 0.0 0.0 0.2 0.002
H 3.076 1.895 -2.361 -0.2 -0.3 0.2 -0.003
H 5.646 1.619 -0.770 0.1 -0.3 0.1 -0.002
H 5.481 1.625 -2.501 -0.1 -0.5 -0.3 0.001
H 5.735 -1.914 -1.825 -0.3 0.1 0.2 -0.003
H 6.771 -0.650 -1.182 0.0 0.2 -0.1 -0.001
H 6.233 -0.642 -2.894 -0.1 0.4 0.1 0.001
C 0.718 -5.064 2.053 -1.4 -0.6 -0.1 0.000
O 0.822 -5.908 0.909 0.7 0.7 -0.7 0.000
C -0.271 -5.839 0.004 -0.7 -1.7 1.2 0.000
C -1.441 -6.595 0.657 -0.8 0.6 -0.3 0.000
O -2.040 -5.921 1.744 0.2 0.0 0.3 0.000
C -2.932 -4.881 1.390 -0.2 -0.7 -0.1 0.000
H 1.711 -4.813 2.411 0.0 0.2 -0.1 0.000
H 0.135 -5.578 2.823 0.4 -0.1 0.2 0.000
H 0.053 -4.222 1.834 0.6 0.5 -0.1 0.001
H -0.055 -6.495 -0.840 0.5 0.5 -0.3 0.000
H -0.543 -4.829 -0.315 0.2 0.1 0.1 0.000
H -1.071 -7.549 1.030 0.2 0.1 0.1 0.000
H -2.241 -6.825 -0.065 0.2 0.1 -0.2 0.000
H -3.563 -5.221 0.557 0.0 0.2 0.0 0.000
H -2.428 -3.949 1.116 0.0 0.0 0.0 0.000
H -3.578 -4.743 2.253 0.1 0.3 0.0 0.000
C 1.244 -0.703 -2.462 -0.4 0.0 -0.1 -0.007
O 2.293 -1.244 -1.679 -0.1 -0.4 0.5 -0.104
C 2.638 -2.598 -1.973 -0.2 -0.2 -1.2 0.004
C 2.956 -3.404 -0.731 0.0 1.3 -0.9 0.000
O 4.112 -2.732 -0.198 0.0 -0.2 0.7 0.011
C 4.549 -3.327 1.028 0.2 0.3 0.5 -0.004
H 1.151 0.349 -2.207 0.0 0.0 0.0 0.007
H 0.292 -1.191 -2.238 0.0 0.0 0.0 0.001
H 1.445 -0.806 -3.531 0.1 0.0 0.0 0.003
H 3.467 -2.512 -2.684 0.3 -0.5 0.3 -0.004
H 1.855 -3.116 -2.539 -0.3 0.3 0.3 0.001
H 3.186 -4.433 -1.008 0.0 -0.1 0.2 0.002
H 2.105 -3.328 -0.050 0.2 -0.2 0.2 0.010
H 5.344 -2.711 1.456 0.0 0.1 -0.2 0.004
H 4.971 -4.319 0.874 -0.2 -0.1 -0.1 0.002
H 3.725 -3.332 1.745 0.0 -0.2 0.0 0.012
C -4.890 6.142 1.452 -0.8 -0.1 0.4 0.000
O -4.885 4.838 2.009 0.3 -0.1 -0.4 0.000
C -4.170 4.747 3.201 0.5 0.3 1.1 0.000
C -2.664 4.757 3.041 0.5 -0.4 -0.4 0.000
O -2.150 3.709 2.239 -0.2 0.0 -0.7 0.000
C -2.305 2.396 2.702 1.1 -0.1 0.9 0.000
H -5.536 6.088 0.579 0.0 0.1 0.0 0.000
H -3.926 6.560 1.154 0.2 -0.3 0.1 0.000
H -5.357 6.790 2.200 0.1 0.4 -0.2 0.000
H -4.493 3.867 3.761 -0.1 -0.2 -0.4 0.000
H -4.370 5.572 3.908 -0.3 0.2 -0.3 0.000
H -2.156 4.754 4.016 -0.3 0.0 0.1 0.000
H -2.334 5.645 2.498 -0.1 0.1 0.2 0.000
H -3.325 2.080 2.924 -0.1 0.1 -0.3 0.000
H -1.693 2.274 3.611 -0.3 0.0 0.2 0.000
H -1.810 1.733 1.992 -0.4 0.0 -0.3 0.000


No. 2
11
Properties=species:S:1:pos:R:3:forces:R:3:nbo_charge:R:1 method="wB97M-V/def2-TZVPD" total_charge=0 homo_lumo_gap_ev=8.681 e_homo_ev=-7.950 energy_ev=-26350.67243
C 0.318 -0.719 2.017 0.8 3.1 3.2 -0.661
C 0.783 -0.349 0.602 0.8 -0.1 -0.5 -0.557
C -0.755 1.101 -1.003 -0.9 -3.6 -0.6 -0.169
H -0.812 -0.581 2.464 2.7 -0.4 -2.1 0.252
H 0.727 -1.705 2.251 -0.4 0.0 0.1 0.230
H 0.921 0.047 2.665 -0.9 -1.5 -0.5 0.212
H 1.872 -0.693 0.312 -2.0 0.8 1.2 0.260
H -1.340 1.891 -1.313 -1.0 1.7 -1.0 0.219
N -1.105 -0.114 -1.244 -1.0 1.3 -0.2 -0.563
S 0.591 1.375 -0.085 2.7 0.6 2.6 0.295
S -0.323 -1.272 -0.375 -0.8 -1.9 -2.2 0.482


No. 3
12
Properties=species:S:1:pos:R:3:forces:R:3:nbo_charge:R:1 method="wB97M-V/def2-TZVPD" total_charge=0 homo_lumo_gap_ev=11.243 e_homo_ev=-10.589 energy_ev=-6297.43315
C -1.498 1.250 0.087 -0.4 -1.2 -0.4 -0.252
O -1.918 -0.044 0.540 0.1 -0.3 0.6 -0.736
H -1.365 -0.380 1.262 -0.3 0.5 -0.2 0.462
H -1.752 1.169 -0.974 0.4 0.7 0.0 0.183
H -2.071 2.061 0.528 -0.1 0.0 0.3 0.170
H -0.437 1.381 0.265 0.2 0.3 -0.2 0.174
C 1.492 -0.884 -0.629 2.2 0.8 -0.6 -0.271
O 1.924 -0.732 0.735 -1.3 -0.7 -0.3 -0.709
H 1.214 -1.193 1.195 0.4 0.0 0.7 0.452
H 1.638 -1.909 -1.021 -0.5 0.3 0.4 0.171
H 0.523 -0.439 -0.837 -0.2 -0.3 0.1 0.176
H 2.250 -0.279 -1.151 -0.5 -0.2 -0.3 0.181


No. 4
14
Properties=species:S:1:pos:R:3:forces:R:3:nbo_charge:R:1 method="wB97M-V/def2-TZVPD" total_charge=0 homo_lumo_gap_ev=10.190 e_homo_ev=-9.201 energy_ev=-7360.36641
O -0.579 2.165 -1.692 0.5 -0.3 0.6 -0.471
C 0.300 1.923 -0.964 -0.3 0.4 -0.5 0.737
C -1.475 -0.100 0.667 0.0 -0.1 -0.1 -0.424
C -0.733 -0.841 -0.149 0.0 0.3 0.1 -0.166
C 0.328 -1.803 0.270 -0.1 -0.1 0.1 -0.655
C 1.368 1.744 -0.221 -0.1 0.1 0.0 -0.800
H -1.370 -0.163 1.748 0.1 0.1 -0.1 0.192
H -2.237 0.568 0.281 0.0 -0.1 0.0 0.206
H -0.046 -2.778 -0.061 0.5 -0.2 0.1 0.222
H -0.907 -0.802 -1.224 0.0 0.2 0.1 0.199
H 1.303 -1.583 -0.197 -0.4 -0.2 0.0 0.223
H 0.469 -1.814 1.357 -0.1 0.0 -0.2 0.209
H 1.353 1.140 0.670 -0.1 0.0 -0.1 0.264
H 2.228 2.343 -0.485 0.0 -0.1 0.0 0.262


No. 5
89
Properties=species:S:1:pos:R:3:forces:R:3:lowdin_charge:R:1 method="wB97M-V/def2-TZVPD" total_charge=0 homo_lumo_gap_ev=6.297 e_homo_ev=-6.375 energy_ev=-286444.31777
K 0.738 1.001 -0.501 1.3 -0.4 1.6 0.652
N -1.572 4.367 -1.711 0.0 -0.1 -0.1 0.113
C -2.407 4.381 -0.618 0.1 0.0 0.0 -0.075
C -1.730 3.718 0.360 0.0 -0.1 0.0 -0.141
N -0.514 3.291 -0.109 -0.1 0.3 0.0 0.057
C -0.448 3.684 -1.360 -0.2 0.2 0.1 -0.304
C 0.681 3.439 -2.251 0.2 0.1 -0.2 -0.308
N 1.854 2.992 -1.863 0.0 0.3 -0.2 0.059
C 2.630 2.937 -2.994 0.0 0.0 0.1 -0.159
C 1.920 3.355 -4.077 0.0 0.0 0.1 -0.082
N 0.675 3.678 -3.590 -0.1 0.1 0.0 0.119
H -1.793 4.753 -2.610 0.0 0.0 0.0 0.149
H -3.369 4.864 -0.635 0.0 0.0 0.0 0.110
H -2.043 3.511 1.371 0.0 0.0 0.0 0.094
H 3.652 2.594 -2.958 -0.1 0.0 0.0 0.106
H 2.173 3.447 -5.119 0.0 0.0 0.0 0.112
H -0.116 3.929 -4.155 0.0 0.0 0.0 0.152
O 3.236 0.527 2.367 0.0 0.4 0.1 -0.104
C 2.526 -0.503 3.035 -0.2 0.0 0.0 -0.257
C 1.882 -0.076 4.348 0.1 0.2 0.0 -0.162
C 0.605 0.773 4.195 0.2 -0.2 -0.1 -0.139
C -0.470 0.001 3.481 -0.2 0.1 -0.1 -0.298
C -1.121 -1.053 4.118 0.0 0.0 0.0 -0.021
C -2.067 -1.786 3.425 0.1 0.0 0.1 -0.076
C -2.351 -1.438 2.116 0.0 0.0 -0.1 -0.060
C -1.678 -0.362 1.565 0.1 0.2 0.1 -0.135
N -0.747 0.344 2.217 0.0 -0.1 0.1 0.115
H 2.721 1.348 2.309 -0.1 -0.1 0.1 0.051
H 3.263 -1.283 3.234 0.0 0.0 0.0 0.120
H 1.763 -0.931 2.371 0.0 0.0 0.0 0.102
H 2.623 0.484 4.924 0.0 -0.1 0.0 0.118
H 1.639 -0.982 4.911 0.0 0.0 0.0 0.111
H 0.794 1.691 3.637 0.1 0.0 0.0 0.067
H 0.259 1.062 5.191 0.0 0.0 0.0 0.118
H -0.878 -1.288 5.148 0.0 0.0 0.0 0.115
H -2.584 -2.612 3.898 0.1 0.0 0.0 0.063
H -3.071 -1.991 1.528 0.2 0.1 0.1 0.065
H -1.890 -0.034 0.552 0.0 -0.1 0.0 0.103
Br -5.319 -3.068 3.363 -0.2 -0.1 -0.1 0.769
C -4.962 -3.497 1.547 -0.1 -0.2 0.0 -0.698
C -5.080 -2.514 0.578 -0.1 0.0 -0.2 -0.147
C -4.773 -2.814 -0.739 -0.2 0.0 0.0 -0.015
C -4.397 -4.109 -1.106 -0.1 0.0 0.5 -0.311
C -4.321 -5.089 -0.117 0.0 0.0 -0.1 -0.041
C -4.581 -4.785 1.209 0.0 0.0 0.1 -0.118
N -4.303 -4.496 -2.462 -0.3 0.0 -0.1 0.048
N -3.741 -3.785 -3.325 0.4 -0.3 0.0 0.057
C -2.831 -2.780 -3.008 0.1 0.4 -0.1 -0.274
C -2.788 -1.728 -3.922 -0.1 -0.1 0.1 -0.034
C -2.073 -0.569 -3.698 0.0 0.1 0.0 -0.025
C -1.291 -0.389 -2.531 -0.2 0.0 -0.1 -0.429
O -0.747 0.704 -2.222 -0.8 -0.2 -0.9 -0.230
C -1.108 -1.600 -1.705 0.0 -0.1 -0.1 -0.160
N -0.111 -1.561 -0.786 -0.2 -0.2 0.0 0.055
C 0.123 -2.626 -0.053 0.1 0.1 -0.1 -0.149
C -0.582 -3.827 -0.206 0.0 0.0 -0.1 -0.038
C -1.570 -3.894 -1.150 0.1 0.0 0.0 -0.010
C -1.893 -2.758 -1.923 0.1 -0.1 -0.1 -0.097
H -5.399 -1.517 0.852 0.0 0.0 0.0 0.110
H -4.848 -2.048 -1.501 0.0 0.0 0.0 0.123
H -4.043 -6.096 -0.404 -0.1 0.0 0.0 0.117
H -4.510 -5.547 1.973 0.0 0.0 0.0 0.101
H -3.408 -1.829 -4.806 0.0 0.0 0.0 0.111
H -2.108 0.250 -4.407 0.0 0.0 0.0 0.101
H 0.925 -2.544 0.677 0.0 0.0 0.0 0.103
H -0.329 -4.690 0.397 0.0 0.0 0.0 0.105
H -2.075 -4.831 -1.336 0.1 0.1 0.0 0.103
Br 0.539 4.699 3.111 0.0 0.0 0.0 0.763
C 1.897 4.685 1.785 0.1 -0.2 0.0 -0.749
C 2.193 5.864 1.123 0.0 0.0 0.0 -0.112
C 3.222 5.830 0.196 0.0 0.0 0.0 -0.063
C 3.896 4.642 -0.026 0.1 0.0 0.0 -0.073
C 3.509 3.523 0.689 -0.1 0.1 0.2 -0.136
N 2.525 3.543 1.593 0.0 -0.2 0.0 0.049
H 1.649 6.771 1.344 0.0 0.0 0.0 0.098
H 3.496 6.729 -0.342 0.0 0.0 0.0 0.110
H 4.696 4.579 -0.751 0.0 0.0 0.0 0.106
H 4.006 2.567 0.564 0.0 0.0 -0.1 0.111
Br 2.090 -0.589 -3.423 0.0 -0.1 -0.1 0.861
C 3.258 -1.310 -2.119 0.0 0.1 0.1 -0.729
C 3.976 -2.460 -2.411 0.0 -0.1 0.0 -0.107
C 4.837 -2.935 -1.438 0.0 0.0 0.0 -0.066
C 4.945 -2.251 -0.235 0.0 0.0 -0.1 -0.057
C 4.176 -1.116 -0.051 0.0 0.0 0.0 -0.122
N 3.334 -0.650 -0.981 0.0 0.0 0.0 0.036
H 3.860 -2.954 -3.365 0.0 0.0 0.0 0.100
H 5.423 -3.827 -1.620 0.0 0.0 0.0 0.109
H 5.612 -2.591 0.545 0.0 0.0 0.0 0.104
H 4.217 -0.544 0.870 0.0 -0.1 -0.1 0.086


No. 6
94
Properties=species:S:1:pos:R:3:forces:R:3:mulliken_spin:R:1 method="wB97M-V/def2-TZVPD" total_charge=-1 homo_lumo_gap_ev="6.444 / 7.039" s_squared=0.885 e_homo_ev="-4.747 / -4.807" energy_ev=-97812.20752 spin_multiplicity=2
Ru 0.234 -0.626 -0.276 0.0 0.2 1.9 1.263
C 1.190 4.968 -1.326 -0.1 -0.1 0.1 0.000
C 0.608 3.634 -1.658 0.0 -0.1 -0.1 -0.005
C 0.003 3.226 -2.826 -0.2 0.0 0.0 0.003
C -0.382 1.888 -2.609 0.4 0.2 0.3 0.012
N 0.027 1.522 -1.390 -0.1 -1.3 -0.4 0.050
N 0.603 2.587 -0.808 0.4 0.1 0.0 -0.025
B 0.935 2.590 0.704 -0.2 -0.5 -0.1 -0.010
N 2.101 1.665 1.076 0.1 0.3 0.0 0.010
N 2.040 0.318 1.032 0.1 -0.8 -0.5 0.028
C 3.217 -0.144 1.503 -0.4 0.5 -0.1 0.006
C 4.018 0.955 1.864 0.1 -0.2 0.0 -0.003
C 3.284 2.073 1.575 0.1 0.1 0.1 -0.001
C 3.669 3.500 1.774 -0.1 0.0 0.0 0.000
C 3.664 -1.546 1.607 -0.1 -0.2 0.0 -0.009
C 4.902 -1.809 2.200 0.0 0.1 0.0 0.001
C 5.403 -3.097 2.274 0.1 0.0 0.0 0.000
C 4.675 -4.161 1.763 0.0 -0.1 0.0 0.000
C 3.436 -3.923 1.189 0.1 0.0 0.0 -0.002
C 2.943 -2.632 1.115 0.0 0.2 0.0 0.028
N -0.343 2.141 1.422 0.1 0.4 0.3 -0.017
N -0.954 0.978 1.138 -0.3 -0.8 -0.1 0.031
C -2.056 0.921 1.886 0.1 0.4 0.1 0.013
C -2.138 2.080 2.684 0.0 -0.1 -0.1 0.002
C -1.036 2.832 2.351 -0.2 -0.1 0.1 -0.003
C -0.656 4.186 2.854 0.1 -0.1 -0.1 0.000
C -3.057 -0.151 1.864 -0.1 -0.1 0.0 -0.005
C -3.350 -0.870 0.709 0.0 0.1 0.0 0.018
C -4.305 -1.872 0.734 0.0 -0.1 -0.1 0.001
C -4.989 -2.161 1.905 -0.1 0.0 0.0 0.001
C -4.720 -1.435 3.056 0.0 0.0 0.0 0.000
C -3.759 -0.439 3.035 0.0 0.0 -0.1 -0.003
C -1.120 1.000 -3.517 -0.1 -0.2 -0.1 -0.004
C -1.673 -0.201 -3.075 0.0 0.2 0.1 -0.007
C -2.322 -1.053 -3.949 -0.1 -0.1 0.0 0.006
C -2.466 -0.701 -5.282 0.0 0.0 -0.1 0.001
C -1.958 0.509 -5.729 0.0 0.0 -0.1 0.000
C -1.291 1.351 -4.855 0.2 0.1 0.0 -0.003
H 1.157 5.609 -2.205 0.0 0.0 0.0 0.000
H 0.633 5.457 -0.525 0.0 0.0 0.0 0.000
H 2.228 4.871 -1.003 0.0 0.1 0.0 0.000
H -0.187 3.840 -3.690 0.0 0.0 0.0 0.000
H 1.212 3.699 1.035 0.0 0.1 0.0 0.000
H 5.019 0.945 2.260 0.0 0.0 0.0 0.000
H 4.677 3.544 2.183 0.0 0.0 0.0 0.000
H 3.653 4.050 0.832 0.0 0.0 0.0 0.000
H 2.990 3.999 2.468 0.0 0.0 0.0 0.000
H 5.483 -0.993 2.613 0.0 -0.1 0.0 0.000
H 6.368 -3.270 2.734 0.0 0.0 0.0 0.000
H 5.070 -5.168 1.818 0.0 0.0 0.0 0.000
H 2.848 -4.741 0.792 0.0 0.0 0.0 0.000
H 1.985 -2.462 0.668 -0.3 0.0 -0.2 -0.021
H -2.917 2.346 3.378 0.0 0.0 0.0 0.000
H -1.401 4.516 3.575 0.0 0.0 0.0 0.000
H 0.323 4.171 3.334 0.0 0.1 0.0 0.000
H -0.623 4.908 2.037 0.0 0.0 0.0 0.000
H -2.814 -0.647 -0.204 0.0 0.0 0.0 -0.026
H -4.504 -2.445 -0.162 0.0 0.0 0.0 0.000
H -5.727 -2.953 1.921 0.0 0.0 0.0 0.000
H -5.244 -1.655 3.978 0.0 0.0 0.0 0.000
H -3.523 0.108 3.939 0.0 0.0 0.0 0.000
H -1.604 -0.468 -2.029 0.1 -0.1 0.0 0.025
H -2.716 -1.995 -3.586 0.0 0.0 0.0 0.001
H -2.968 -1.368 -5.972 0.0 0.0 0.0 0.000
H -2.070 0.793 -6.768 0.0 0.0 0.0 0.000
H -0.874 2.281 -5.219 0.0 0.0 0.0 0.000
S -1.634 -4.663 1.621 0.0 0.2 0.0 -0.013
C -0.957 -3.265 1.042 -0.4 -0.8 0.1 0.027
S -0.351 -2.035 2.037 0.9 1.0 -1.6 -0.216
S -0.814 -2.964 -0.644 0.8 1.5 -0.5 -0.057
C 6.068 1.309 -1.205 0.0 0.0 0.0 -0.002
C 6.039 -0.073 -1.080 0.1 0.0 0.0 0.000
C 4.861 -0.772 -1.298 0.0 -0.1 -0.1 -0.010
C 3.676 -0.116 -1.638 -0.3 0.1 0.2 0.003
C 3.725 1.277 -1.744 0.0 0.0 0.1 -0.011
C 4.903 1.982 -1.543 0.0 0.1 0.0 0.002
Si 2.066 -1.091 -1.961 -0.2 -0.4 0.7 -0.055
C 1.902 -0.909 -3.852 -0.4 0.2 0.1 -0.018
C 2.199 0.273 -4.534 0.0 0.0 0.0 -0.003
C 2.151 0.344 -5.918 0.0 0.1 0.0 0.002
C 1.790 -0.769 -6.662 0.0 0.0 0.0 -0.004
C 1.479 -1.950 -6.005 0.0 -0.1 -0.1 0.002
C 1.532 -2.015 -4.621 0.0 0.0 0.1 -0.004
H 6.985 1.858 -1.028 0.0 0.0 0.0 0.000
H 6.944 -0.608 -0.812 0.0 0.0 0.0 0.000
H 4.863 -1.853 -1.207 0.0 0.0 0.0 0.000
H 2.823 1.831 -1.981 0.0 0.0 0.0 0.001
H 4.912 3.062 -1.649 0.0 0.0 0.0 0.000
H 2.560 -2.504 -1.907 -0.1 0.0 0.1 0.003
H 2.499 1.153 -3.979 0.0 0.0 0.0 0.000
H 2.399 1.274 -6.418 0.0 0.0 0.0 0.000
H 1.747 -0.713 -7.743 0.0 0.0 0.0 0.000
H 1.201 -2.827 -6.579 0.0 0.0 0.0 0.000
H 1.299 -2.950 -4.123 0.0 0.0 0.0 0.000